1:
Here is an isolated molecule of C3H6 from the OMol25 dataset. Energies are from ωB97M-V/def2-TZVPD.

Bonds (Å) are listed after each position.
Element x y z (Å)
1 C 0.06545 -0.32784 -0.45300  C6 1.376, C8 1.405, H9 1.094
2 H -1.25640 1.45049 -0.88983  C8 1.154
3 H 0.91012 -2.14708 0.52286  C6 1.069
4 H 0.34064 -0.78385 1.59557  C6 1.120
5 H -0.78480 1.00725 0.85113  C8 1.106
6 C 0.50156 -1.15919 0.55277  C1 1.376, H3 1.069, H4 1.120
7 H 0.31305 1.72950 -0.54613  C8 1.160
8 C -0.47334 0.94636 -0.20822  C1 1.405, H2 1.154, H5 1.106, H7 1.160
9 H 0.38372 -0.71564 -1.42513  C1 1.094

As for the SMILES: C=CC. As for the total charge: 0. Its spin multiplicity is 1. For the HOMO-LUMO gap, the calculation gives 10.4 eV.

=====

2:
Here is an isolated molecule of C3H6 from the OMol25 dataset. Energies are from ωB97M-V/def2-TZVPD.

Bonds (Å) are listed after each position.
Element x y z (Å)
1 C 0.86804 0.94007 -0.42970  H4 1.075, H6 1.117, C9 1.352
2 H -1.29322 1.01623 -0.07756  C9 1.108
3 H -0.18642 -0.91163 1.36965  C5 1.129
4 H 1.01228 1.96215 -0.72938  C1 1.075
5 C -0.43874 -0.93030 0.26951  H3 1.129, H7 1.120, H8 1.083, C9 1.426
6 H 1.81771 0.36050 -0.53052  C1 1.117
7 H 0.05443 -1.79038 -0.25256  C5 1.120
8 H -1.48946 -1.09151 0.47516  C5 1.083
9 C -0.34464 0.44486 -0.09459  C1 1.352, H2 1.108, C5 1.426

As for the SMILES: C=CC. As for the total charge: 0. Its spin multiplicity is 1. For the HOMO-LUMO gap, the calculation gives 10.6 eV.

=====

Stability, highest: 2

=====

1:
Here is an isolated molecule of C3H6 from the OMol25 dataset. Energies are from ωB97M-V/def2-TZVPD.

Bonds (Å) are listed after each position.
Element x y z (Å)
1 H -1.02091 0.04206 1.20980  C5 1.178
2 H 0.91761 -0.45229 1.27870  C9 1.052
3 H -0.22572 -0.50854 -1.72186  C8 1.035
4 H -0.94219 1.60702 -0.11805  C5 1.109
5 C -0.53696 0.68690 0.35045  H1 1.178, H4 1.109, C8 1.703, C9 1.494
6 H 1.71674 0.52940 -0.09925  C9 1.161
7 H -0.53093 -1.52576 -0.49128  C8 0.970
8 C -0.23313 -0.62467 -0.69299  H3 1.035, C5 1.703, H7 0.970, C9 1.570
9 C 0.78433 -0.01088 0.33286  H2 1.052, C5 1.494, H6 1.161, C8 1.570

As for the SMILES: C1CC1. As for the total charge: 0. Its spin multiplicity is 1. For the HOMO-LUMO gap, the calculation gives 10.8 eV.

=====

2:
Here is an isolated molecule of C3H6 from the OMol25 dataset. Energies are from ωB97M-V/def2-TZVPD.

Bonds (Å) are listed after each position.
Element x y z (Å)
1 H -1.62640 0.08044 0.90683  C2 1.135
2 C -1.04887 -0.09763 -0.05342  H1 1.135, C4 1.430, H5 1.083, H8 1.080
3 C 1.33952 -0.16140 -0.03120  C4 1.314, H6 1.008, H9 1.060
4 C 0.22991 0.54102 -0.07432  C2 1.430, C3 1.314, H7 1.159
5 H -1.73745 0.08851 -0.86789  C2 1.083
6 H 2.26703 0.23198 -0.04922  C3 1.008
7 H 0.20590 1.68280 0.12137  C4 1.159
8 H -0.83732 -1.15336 0.03588  C2 1.080
9 H 1.20769 -1.21236 0.01196  C3 1.060

As for the SMILES: C=CC. As for the total charge: 0. Its spin multiplicity is 1. For the HOMO-LUMO gap, the calculation gives 11.0 eV.

=====

Stability, highest: 2

=====

1:
Here is an isolated molecule of C2H7N3O from the OMol25 dataset. Energies are from ωB97M-V/def2-TZVPD.

Bonds (Å) are listed after each position.
Element x y z (Å)
1 N -0.65100 0.68711 -1.79267  C4 1.187
2 H 1.20216 -1.32760 -0.38329  N7 1.020
3 H 1.05231 0.32461 0.68225  N5 1.243
4 C 0.08178 0.37135 -0.91432  N1 1.187, N5 1.811, N7 1.491
5 N 0.91520 1.48140 0.24888  H3 1.243, C4 1.811, O6 1.420, H8 1.022
6 O -0.08312 2.38468 0.70042  N5 1.420, H13 0.985
7 N 0.41591 -0.78190 -0.03009  H2 1.020, C4 1.491, C9 1.475
8 H 1.59827 2.02601 -0.28169  N5 1.022
9 C -0.71004 -1.66104 0.33767  N7 1.475, H10 1.090, H11 1.091, H12 1.091
10 H -1.50297 -1.07455 0.80096  C9 1.090
11 H -1.10609 -2.15100 -0.55343  C9 1.091
12 H -0.36527 -2.40952 1.05217  C9 1.091
13 H -0.84714 2.13045 0.13314  O6 0.985

As for the total charge: 0. Its spin multiplicity is 1. For the HOMO-LUMO gap, the calculation gives 9.0 eV.

=====

2:
Here is a cluster of 2 separate species, C2H7N3O in total from the OMol25 dataset. Energies are from ωB97M-V/def2-TZVPD.

Bonds (Å) are listed after each position.
Element x y z (Å)
1 H 2.12079 0.01391 -0.90953  N9 1.009
2 N -1.08222 0.20415 -1.42973  C8 1.300, H12 1.011
3 H -1.67464 -1.44854 1.25040  N10 1.005
4 H -2.81595 -0.63108 -0.70624  C8 1.087
5 O 1.37837 0.79314 1.93909  C7 1.218
6 H 0.60761 0.83511 -0.59590  N9 1.020
7 C 2.00173 0.59048 0.91213  O5 1.218, N9 1.351, H13 1.113
8 C -1.75031 -0.48205 -0.55057  N2 1.300, H4 1.087, N10 1.358
9 N 1.59097 0.68403 -0.37196  H1 1.009, H6 1.020, C7 1.351
10 N -1.18785 -0.81654 0.63917  H3 1.005, C8 1.358, H11 0.995
11 H -0.56153 -0.17355 1.06852  N10 0.995
12 H -1.65644 0.25601 -2.26002  N2 1.011
13 H 3.02946 0.17493 1.01465  C7 1.113

As for the SMILES: [H]/N=C/N.NC=O. As for the total charge: 0. Its spin multiplicity is 1. For the HOMO-LUMO gap, the calculation gives 10.5 eV.

=====

Stability, highest: 2

=====

1:
Here is an isolated molecule of C2H7N3O from the OMol25 dataset. Energies are from ωB97M-V/def2-TZVPD.

Bonds (Å) are listed after each position.
Element x y z (Å)
1 H 1.84975 -1.85853 -0.21574  O2 0.954
2 O 1.66911 -1.17346 0.42372  H1 0.954, N3 1.391
3 N 1.26769 -0.14147 -0.41746  O2 1.391, C8 1.405, H10 1.103
4 H -1.64916 -0.54058 -1.24950  N6 1.048
5 H -1.64952 0.91888 0.77248  C13 1.106
6 N -1.57952 -0.96072 -0.29240  H4 1.048, H11 1.090, C13 1.497
7 H -0.59015 -0.41571 1.58743  C13 1.179
8 C 0.31282 0.76905 0.06466  N3 1.405, N9 1.262, C13 1.532
9 N 0.50530 2.01184 -0.04467  C8 1.262, H12 0.963
10 H 2.06763 0.56461 -0.69822  N3 1.103
11 H -0.98943 -1.84889 -0.51670  N6 1.090
12 H -0.26057 2.59433 0.00448  N9 0.963
13 C -0.95397 0.08067 0.58192  H5 1.106, N6 1.497, H7 1.179, C8 1.532

As for the SMILES: [H]/N=C(\CN)NO. As for the total charge: 0. Its spin multiplicity is 1. For the HOMO-LUMO gap, the calculation gives 10.1 eV.

=====

2:
Here is an isolated molecule of C2H7N3O from the OMol25 dataset. Energies are from ωB97M-V/def2-TZVPD.

Bonds (Å) are listed after each position.
Element x y z (Å)
1 H -1.44781 1.97911 -0.15466  C8 1.011
2 H -0.20619 1.71333 -1.29170  C8 1.055
3 N 0.49114 -0.58685 -0.69911  C5 1.521, N7 1.380, H9 0.988
4 H 2.01814 -1.93426 0.10113  C5 1.185
5 C 1.14667 -1.24151 0.50719  N3 1.521, H4 1.185, H12 1.071, H13 1.094
6 N -1.63578 -0.64093 0.11632  N7 1.297, O11 1.242
7 N -0.63110 0.08726 -0.26278  N3 1.380, N6 1.297, C8 1.417
8 C -0.57351 1.50126 -0.32603  H1 1.011, H2 1.055, N7 1.417, H10 1.028
9 H 1.19440 -0.06174 -1.15375  N3 0.988
10 H 0.06762 1.75935 0.43510  C8 1.028
11 O -2.63416 -0.03356 0.53599  N6 1.242
12 H 1.70935 -0.59611 1.15109  C5 1.071
13 H 0.50123 -1.94535 1.04120  C5 1.094

As for the SMILES: CNN(C)N=O. As for the total charge: 0. Its spin multiplicity is 1. For the HOMO-LUMO gap, the calculation gives 9.7 eV.

=====

3:
Here is an isolated molecule of C2H7N3O from the OMol25 dataset. Energies are from ωB97M-V/def2-TZVPD.

Bonds (Å) are listed after each position.
Element x y z (Å)
1 C 2.13018 0.27027 0.23201  H3 1.111, O7 1.481, H10 1.127, H12 1.110
2 C -0.94322 0.07784 -0.04460  N8 1.397, N9 1.458, N11 1.309
3 H 1.74580 1.31060 0.29010  C1 1.111
4 H -0.15789 -1.85802 -0.20755  N9 1.016
5 H -1.33867 1.94165 -0.16194  N11 1.030
6 H -2.37573 -1.36381 -0.02049  N8 1.013
7 O 1.27395 -0.62757 -0.57622  C1 1.481, N9 1.414
8 N -2.25749 -0.36745 0.11714  C2 1.397, H6 1.013, H13 1.029
9 N 0.09061 -0.93433 0.13464  C2 1.458, H4 1.016, O7 1.414
10 H 2.21981 -0.23767 1.23376  C1 1.127
11 N -0.52813 1.30784 -0.20896  C2 1.309, H5 1.030
12 H 3.07188 0.29805 -0.35431  C1 1.110
13 H -2.93112 0.18260 -0.43359  N8 1.029

As for the SMILES: [H]/N=C(\N)NOC. As for the total charge: 0. Its spin multiplicity is 1. For the HOMO-LUMO gap, the calculation gives 10.0 eV.

=====

4:
Here is an isolated molecule of C2H7N3O from the OMol25 dataset. Energies are from ωB97M-V/def2-TZVPD.

Bonds (Å) are listed after each position.
Element x y z (Å)
1 C 1.37147 1.05907 0.06532  H2 1.080, H3 1.126, N7 1.505, H9 1.191
2 H 1.70736 1.98846 -0.36979  C1 1.080
3 H 2.12403 0.22449 0.12917  C1 1.126
4 N 0.67092 -1.55445 0.48944  H8 1.022, C12 1.265
5 H -1.75461 -1.94497 0.47576  N10 1.072
6 H -0.80836 1.68446 -1.45788  O13 0.944
7 N 0.21408 0.44301 -0.67295  C1 1.505, C12 1.439, O13 1.443
8 H 0.28256 -2.44428 0.80750  N4 1.022
9 H 1.03676 1.19075 1.20114  C1 1.191
10 N -1.58828 -1.06588 -0.11532  H5 1.072, H11 1.051, C12 1.441
11 H -2.20300 -0.21985 -0.00712  N10 1.051
12 C -0.18773 -0.75491 0.01585  N4 1.265, N7 1.439, N10 1.441
13 O -0.86520 1.39409 -0.56112  H6 0.944, N7 1.443

As for the SMILES: [H]/N=C(\N)N(C)O. As for the total charge: 0. Its spin multiplicity is 1. For the HOMO-LUMO gap, the calculation gives 10.2 eV.

=====

Stability, highest: 4